Record 1
The following is a DFT calculation (the ωB97M-V functional and the def2-TZVPD basis) of a structure of composition C18H22F4IrN3O.

The energy above the lowest of the compared OMol25 structures with the same formula, charge and spin comes out at 0.0 kcal per mole. The calculation puts the molar mass at 564.60 g/mol. The value obtained for the maximum force is 0.3 eV/Å. As for the LUMO energy (spin up / spin down): -10.78 / -12.22 eV.

```
! RIJCOSX wB97M-V def2-TZVPD def2/J DEFGRID3
* xyz 3 2
Ir 0.1031 0.0158 -0.2719
C -0.7423 0.0864 -2.5135
C -2.0742 -0.2054 -1.7913
N -1.8955 0.3520 -0.4200
C -2.8515 -0.2014 0.6107
C -2.8092 -1.6930 0.8521
C -2.0757 1.8633 -0.5003
C -1.0884 2.6025 0.3798
N 0.2204 1.9938 0.1191
C 1.4283 2.5484 0.2225
C 2.5750 1.7224 0.0178
F 2.3618 0.3688 -0.2071
C 3.8490 2.1949 0.0591
F 4.8593 1.3852 -0.1346
C 4.0788 3.5605 0.3241
C 3.0041 4.4009 0.5560
F 3.1943 5.6675 0.8172
C 1.7023 3.9227 0.5217
F 0.7030 4.7397 0.7560
H -0.8215 0.8989 -3.2412
H -0.2957 -0.7599 -3.0237
H 0.1284 0.6347 -1.9382
H -2.2551 -1.2738 -1.7237
H -2.9266 0.2618 -2.2852
H -3.8438 0.0897 0.2578
H -2.6547 0.3512 1.5301
H -3.0411 -2.2776 -0.0373
H -3.5881 -1.9162 1.5817
H -1.8666 -2.0335 1.2749
H -3.1034 2.1077 -0.2339
H -1.9245 2.1583 -1.5376
H -1.3260 2.4928 1.4429
H -1.1183 3.6642 0.1471
H 5.0938 3.9419 0.3544
O 0.2625 -0.4085 1.7151
C 0.9739 -1.6644 2.0135
C 0.7074 -2.6103 0.8780
C 0.9412 -3.9611 1.0388
C 0.7003 -4.8224 -0.0207
C 0.2101 -4.2971 -1.2086
C -0.0027 -2.9400 -1.2991
N 0.2486 -2.0909 -0.2839
H 0.5516 0.2872 2.3266
H 0.5710 -2.0445 2.9512
H 2.0375 -1.4500 2.1285
H 1.3062 -4.3339 1.9874
H 0.8840 -5.8840 0.0821
H -0.0060 -4.9283 -2.0593
H -0.3854 -2.5166 -2.2149
*
```

Record 2
The following is a DFT calculation (the ωB97M-V functional and the def2-TZVPD basis) of a cluster of 2 separate species, C18H22N10O4 in total.

The energy above the lowest of the compared OMol25 structures with the same formula, charge and spin comes out at 4.2 kcal per mole. The calculation puts the molar mass at 442.44 g/mol. The value obtained for the maximum force is 3.0 eV/Å. As for the LUMO energy: -1.51 eV. As for the SMILES: O=[N+]([O-])c1cc([N+](=O)[O-])c2nnnn2c1.CCN1CCN2CCN(CC)c3cncc1c32.

```
! RIJCOSX wB97M-V def2-TZVPD def2/J DEFGRID3
* xyz 0 1
O -1.1549 -4.0073 -2.4673
N -1.1218 -3.3842 -1.3837
O -1.9248 -2.4585 -1.1098
C -0.1569 -3.7558 -0.3765
C 0.8626 -4.7239 -0.5799
C 1.6881 -5.1292 0.4669
N 2.7433 -6.1156 0.2710
O 3.5498 -6.3829 1.1765
O 2.7945 -6.6486 -0.8627
C 1.4885 -4.5670 1.7704
N 1.9819 -4.7879 3.0089
N 1.4317 -3.8552 3.8120
N 0.5845 -3.0821 3.1610
N 0.5695 -3.5336 1.8691
C -0.2685 -3.1283 0.8559
H 0.9721 -5.1772 -1.5572
H -1.0404 -2.4116 1.1106
C -4.7197 1.2587 0.1490
C -3.7717 1.6735 1.2615
N -2.5158 2.2579 0.7642
C -2.2552 3.6108 1.1704
C -1.2684 4.3222 0.2744
N -0.2220 3.4574 -0.2180
C 0.9658 4.1110 -0.7107
C 1.7278 3.2241 -1.6672
N 1.8534 1.8748 -1.1710
C 2.8783 1.0610 -1.8376
C 3.8188 0.3132 -0.9114
C 0.7505 1.2795 -0.6253
C 0.6326 -0.1190 -0.4875
N -0.4140 -0.6533 0.1281
C -1.5094 0.0608 0.3945
C -1.5003 1.4714 0.3006
C -0.3238 2.1036 -0.1905
H -5.6414 0.8577 0.5835
H -4.9897 2.1209 -0.4717
H -4.2761 0.4890 -0.4886
H -4.2539 2.4381 1.8779
H -3.5346 0.8069 1.8923
H -3.2057 4.1476 1.1573
H -1.8871 3.6357 2.2072
H -1.8071 4.7696 -0.5810
H -0.7939 5.1384 0.8303
H 0.6529 5.0198 -1.2316
H 1.6122 4.4055 0.1349
H 1.2215 3.2355 -2.6482
H 2.7382 3.6085 -1.8197
H 2.3776 0.3367 -2.4913
H 3.4629 1.7431 -2.4591
H 4.5512 -0.2200 -1.5270
H 4.3708 0.9955 -0.2562
H 3.2972 -0.4218 -0.2950
H 1.3838 -0.7932 -0.9152
H -2.4049 -0.4727 0.7122
*
```

Record 3
The following is a DFT calculation (the ωB97M-V functional and the def2-TZVPD basis) of an isolated molecule of C18H22N2O5.

The energy above the lowest of the compared OMol25 structures with the same formula, charge and spin comes out at 19.7 kcal per mole. The calculation puts the molar mass at 346.38 g/mol. The value obtained for the maximum force is 0.9 eV/Å. As for the LUMO energy: 0.57 eV. As for the SMILES: COc1cccc(C(=O)NNC(=O)[C@H]2CC(C)=C(C)C[C@@H]2C(=O)O)c1.

```
! RIJCOSX wB97M-V def2-TZVPD def2/J DEFGRID3
* xyz 0 1
C -5.7913 3.6472 2.7697
O -4.7139 2.7672 2.5544
C -4.7266 1.9769 1.4481
C -5.7317 1.9662 0.4855
C -5.6404 1.1033 -0.5951
C -4.5606 0.2561 -0.7333
C -3.5414 0.2720 0.2180
C -2.4072 -0.6641 0.0238
O -2.4694 -1.6849 -0.6435
N -1.2570 -0.3316 0.6588
N -0.1387 -1.1412 0.4845
C 1.0835 -0.7063 0.8571
O 1.2134 0.3577 1.4329
C 2.2044 -1.6964 0.5694
C 2.2810 -2.0977 -0.9065
C 2.8112 -0.9909 -1.7795
C 2.4840 -1.1230 -3.2411
C 3.5244 0.0192 -1.2910
C 4.0365 1.1328 -2.1606
C 3.8851 0.1463 0.1610
C 3.5483 -1.0902 0.9935
C 4.6565 -2.1185 0.9173
O 5.7562 -1.9364 0.4720
O 4.2983 -3.2963 1.4569
C -3.6300 1.1262 1.3069
H -5.5668 4.1629 3.7019
H -5.8780 4.3817 1.9627
H -6.7372 3.1065 2.8747
H -6.5884 2.6157 0.5705
H -6.4290 1.0968 -1.3324
H -4.4838 -0.4258 -1.5652
H -1.0417 0.5537 1.0980
H -0.3541 -1.9712 -0.0553
H 2.0042 -2.5873 1.1751
H 2.9401 -2.9687 -0.9971
H 1.3008 -2.4069 -1.2775
H 2.2149 -2.1496 -3.4793
H 1.6412 -0.4829 -3.5060
H 3.3309 -0.8368 -3.8598
H 4.9058 0.8011 -2.7289
H 3.2773 1.4621 -2.8665
H 4.3357 1.9814 -1.5511
H 3.3576 1.0073 0.5788
H 4.9584 0.3383 0.2388
H 3.4774 -0.7999 2.0487
H 5.0447 -3.9152 1.4248
H -2.8844 1.1431 2.0860
*
```

Record 4
The following is a DFT calculation (the ωB97M-V functional and the def2-TZVPD basis) of a structure of composition C18H22N4O2PtS2.

The calculation puts the molar mass at 585.61 g/mol. The value obtained for the maximum force is 0.8 eV/Å. As for the LUMO energy (spin up / spin down): 0.62 / -2.27 eV.

```
! RIJCOSX wB97M-V def2-TZVPD def2/J DEFGRID3
* xyz 0 3
Pt -0.6565 0.2700 -0.4431
N 0.1408 4.0807 1.4244
C -0.2712 2.8408 0.9850
S 0.4980 2.2129 -0.4575
N -1.2265 2.2477 1.6349
N -1.5713 1.0674 1.0793
C -2.6071 0.3195 1.6178
C -3.4490 0.8340 2.7106
C -4.0713 2.0789 2.5972
C -4.8841 2.5503 3.6157
C -5.0760 1.7934 4.7667
C -4.4479 0.5627 4.8932
C -3.6380 0.0869 3.8705
C -2.8095 -0.9206 0.9950
C -3.8180 -1.8615 1.3315
C -3.8936 -3.0451 0.6588
C -2.9825 -3.3345 -0.3787
C -2.0474 -2.3854 -0.7100
N -1.9667 -1.2171 -0.0627
H 1.0506 4.3835 1.1281
H -0.1136 4.3118 2.3699
H -3.9162 2.6716 1.7044
H -5.3674 3.5143 3.5125
H -5.7085 2.1653 5.5631
H -4.5791 -0.0264 5.7919
H -3.1251 -0.8617 3.9825
H -4.5237 -1.6201 2.1128
H -4.6633 -3.7611 0.9205
H -3.0168 -4.2702 -0.9189
H -1.3259 -2.5080 -1.5083
C -0.1370 -0.1493 -3.2707
O 0.1607 -0.6812 -2.0015
H 0.3243 -0.7778 -4.0384
H 0.2404 0.8725 -3.4100
H -1.2157 -0.1215 -3.4774
O 1.0551 -1.1262 1.2292
S 2.4952 -0.6693 1.1970
C 3.5271 -2.1396 1.5157
C 4.1998 -2.5572 0.2063
C 4.3727 -1.2691 -0.5987
C 3.0214 -0.5724 -0.5283
H 2.8317 -2.8720 1.9259
H 4.2485 -1.8652 2.2861
H 3.5575 -3.2486 -0.3412
H 5.1487 -3.0612 0.3891
H 4.6697 -1.4514 -1.6310
H 5.1508 -0.6488 -0.1413
H 2.2347 -1.0906 -1.0847
H 3.0197 0.4731 -0.8335
*
```